# 1
{"formula": "C86H206N14O19", "method": "ωB97M-V with the def2-TZVPD basis set", "homo_ha": -0.305, "homo_lumo_gap_ev": 8.9, "largest_force_ev_per_a": 2.88, "species": ["C", "C", "C", "O", "C", "N", "H", "H", "H", "H", "H", "H", "H", "H", "H", "H", "H", "C", "C", "C", "O", "C", "N", "H", "H", "H", "H", "H", "H", "H", "H", "H", "H", "H", "C", "C", "C", "O", "C", "N", "H", "H", "H", "H", "H", "H", "H", "H", "H", "H", "H", "C", "C", "C", "O", "C", "N", "H", "H", "H", "H", "H", "H", "H", "H", "H", "H", "H", "C", "C", "C", "O", "C", "N", "H", "H", "H", "H", "H", "H", "H", "H", "H", "H", "H", "C", "O", "C", "C", "N", "C", "C", "O", "C", "H", "H", "H", "H", "H", "H", "H", "H", "H", "H", "H", "H", "H", "H", "H", "C", "O", "C", "C", "N", "C", "C", "O", "C", "H", "H", "H", "H", "H", "H", "H", "H", "H", "H", "H", "H", "H", "H", "H", "C", "O", "C", "C", "N", "C", "C", "O", "C", "H", "H", "H", "H", "H", "H", "H", "H", "H", "H", "H", "H", "H", "H", "H", "C", "O", "C", "C", "N", "C", "C", "O", "C", "H", "H", "H", "H", "H", "H", "H", "H", "H", "H", "H", "H", "H", "H", "H", "C", "O", "C", "C", "N", "C", "C", "O", "C", "H", "H", "H", "H", "H", "H", "H", "H", "H", "H", "H", "H", "H", "H", "H", "C", "C", "C", "C", "C", "C", "N", "O", "C", "C", "C", "H", "H", "H", "H", "H", "H", "H", "H", "H", "H", "H", "H", "H", "H", "H", "H", "H", "H", "H", "C", "C", "C", "C", "C", "C", "N", "O", "C", "C", "C", "H", "H", "H", "H", "H", "H", "H", "H", "H", "H", "H", "H", "H", "H", "H", "H", "H", "H", "H", "C", "C", "C", "C", "C", "C", "N", "O", "C", "C", "C", "H", "H", "H", "H", "H", "H", "H", "H", "H", "H", "H", "H", "H", "H", "H", "H", "H", "H", "H", "C", "C", "C", "C", "C", "C", "N", "O", "C", "C", "C", "H", "H", "H", "H", "H", "H", "H", "H", "H", "H", "H", "H", "H", "H", "H", "H", "H", "H", "H"], "coordinates": [[-6.1095, 1.2151, -3.4317], [-6.8222, 1.1143, -2.0814], [-7.5412, 2.4636, -1.7892], [-8.0631, 2.5611, -0.4884], [-9.1951, 3.4161, -0.2988], [-7.8742, 0.1067, -1.9687], [-5.1358, 1.7117, -3.2915], [-6.7290, 1.6912, -4.1617], [-5.9064, 0.1526, -3.6400], [-6.0696, 0.8468, -1.3444], [-8.3189, 2.5995, -2.5875], [-6.7564, 3.2006, -1.9533], [-9.5977, 3.3532, 0.7237], [-10.0842, 3.0229, -0.8554], [-9.0322, 4.4491, -0.6142], [-8.5599, 0.2831, -1.2762], [-7.5106, -0.8102, -1.7279], [-0.1253, -4.1778, -4.8026], [-0.7684, -3.0025, -4.1168], [0.0080, -2.7582, -2.7773], [1.2372, -1.9825, -3.2479], [1.8647, -1.3732, -2.1118], [-0.8024, -1.8454, -4.9532], [-0.2293, -4.9952, -4.0774], [0.9412, -4.0571, -4.9565], [-0.5892, -4.4223, -5.7707], [-1.7974, -3.1757, -3.7899], [0.2441, -3.6911, -2.2802], [-0.5445, -2.1723, -2.0197], [1.1466, -0.6267, -1.7509], [2.7645, -0.8051, -2.5010], [2.1422, -2.1063, -1.3525], [-1.1233, -0.9648, -4.5324], [0.1632, -1.6099, -5.2519], [-2.7147, 9.0516, -7.5890], [-1.7054, 8.8774, -6.4766], [-1.0754, 7.5428, -6.6747], [-2.0727, 6.4886, -6.6198], [-1.5858, 5.2357, -6.3250], [-0.7209, 9.9679, -6.3344], [-3.3468, 8.1542, -7.5677], [-2.1839, 9.1140, -8.5347], [-3.3644, 9.9330, -7.3683], [-2.2176, 8.8657, -5.4953], [-0.3504, 7.3090, -5.8604], [-0.5617, 7.5355, -7.6436], [-0.6735, 5.2676, -5.7107], [-1.2388, 4.6209, -7.2378], [-2.3731, 4.6983, -5.8286], [-0.1815, 9.7730, -5.4702], [-0.0705, 9.8859, -7.0766], [-2.3268, -0.2772, 5.0738], [-3.2026, -1.5007, 4.8043], [-2.7597, -2.6252, 5.7364], [-1.4491, -3.0721, 5.5100], [-0.9389, -4.0205, 6.3990], [-4.5806, -1.2417, 5.0299], [-2.4468, 0.5873, 4.3981], [-1.2302, -0.4754, 4.9705], [-2.4614, 0.2284, 6.0362], [-2.9972, -1.9282, 3.8226], [-3.4861, -3.4612, 5.6173], [-2.8442, -2.3280, 6.8483], [0.1391, -4.0477, 6.1725], [-1.3871, -4.9999, 6.2189], [-1.1597, -3.6922, 7.3472], [-5.1635, -1.2718, 4.1868], [-4.8124, -0.3664, 5.5044], [0.3220, 6.2947, -0.1349], [-0.1165, 4.9648, -0.7176], [-0.8300, 5.2348, -2.0450], [-2.0751, 5.9544, -1.7912], [-2.6837, 6.1655, -3.0642], [1.0125, 4.0816, -0.8569], [-0.4708, 6.9443, 0.0746], [1.0626, 6.8010, -0.7473], [0.7781, 6.0747, 0.8348], [-0.8539, 4.5045, -0.0494], [-1.0982, 4.3135, -2.5638], [-0.2167, 5.8928, -2.7006], [-3.4303, 6.9734, -2.9307], [-3.0959, 5.2475, -3.4536], [-1.9464, 6.5272, -3.7963], [1.4486, 4.0513, 0.0648], [0.6176, 3.1585, -0.8782], [5.4404, -2.9686, 2.6745], [4.5690, -3.3576, 1.6035], [5.1155, -2.9118, 0.3686], [4.5269, -3.7782, -0.7962], [4.7636, -5.2322, -0.7702], [6.1626, -5.5907, -1.1709], [6.4506, -7.0154, -1.0541], [6.5180, -7.2765, 0.3266], [6.1398, -8.6023, 0.6344], [5.7841, -1.9294, 2.5032], [6.2659, -3.7129, 2.7207], [4.9557, -2.8956, 3.6750], [6.2037, -2.8687, 0.3925], [4.7402, -1.8952, 0.2351], [4.8309, -3.4162, -1.7752], [3.4319, -3.6547, -0.7040], [4.6228, -5.5655, 0.1676], [6.8720, -4.9317, -0.6216], [6.3327, -5.4297, -2.2833], [7.3884, -7.3082, -1.4801], [5.5996, -7.5632, -1.4708], [6.8629, -9.3386, 0.1584], [5.1516, -8.8296, 0.2789], [6.0410, -8.6969, 1.7012], [-6.6848, -2.6528, 2.6010], [-5.8228, -1.6244, 2.2020], [-6.4274, -0.4872, 1.5859], [-5.4011, 0.5827, 1.3134], [-4.8435, 0.9805, 2.5818], [-3.9648, 2.1961, 2.6096], [-4.5729, 3.5642, 2.2504], [-4.8574, 3.6548, 0.8211], [-5.0445, 5.0444, 0.4886], [-7.0872, -3.2023, 1.7503], [-7.5018, -2.2592, 3.2134], [-6.0392, -3.3032, 3.2021], [-7.1789, -0.1292, 2.2826], [-7.0097, -0.7589, 0.6787], [-5.9697, 1.4076, 0.9256], [-4.6508, 0.3114, 0.5586], [-4.3115, 0.1967, 2.9348], [-3.0858, 2.0132, 2.0177], [-3.6902, 2.2382, 3.6885], [-3.9084, 4.3950, 2.4030], [-5.5023, 3.6832, 2.7812], [-4.0337, 5.4935, 0.5735], [-5.6154, 5.6035, 1.2081], [-5.3573, 5.0286, -0.5449], [1.8152, -1.8050, 1.7855], [0.7702, -0.8613, 1.8412], [-0.5289, -1.4719, 1.9785], [-1.4735, -0.4279, 1.4780], [-1.2928, -0.1531, 0.0543], [-2.0305, 1.0764, -0.3159], [-1.8279, 1.3083, -1.7599], [-0.5429, 1.7978, -1.9908], [-0.3108, 1.9233, -3.4069], [1.6814, -2.5065, 0.9342], [1.8120, -2.4205, 2.6659], [2.7186, -1.2766, 1.6219], [-0.6951, -1.7155, 3.0115], [-0.4501, -2.2668, 1.2765], [-1.3240, 0.5164, 2.0929], [-2.4640, -0.7289, 1.7127], [-0.2947, 0.0582, -0.1241], [-1.8432, 1.9674, 0.3493], [-3.0709, 0.9382, -0.1575], [-2.5835, 1.9924, -2.0943], [-1.9937, 0.3319, -2.2629], [0.7333, 2.1047, -3.5689], [-0.9079, 2.6358, -3.9727], [-0.4961, 1.0135, -3.8845], [-3.6688, -3.6447, 0.5928], [-4.1801, -3.5849, -0.7917], [-3.6888, -2.4770, -1.6003], [-4.1575, -2.6173, -3.0522], [-5.6403, -2.5325, -3.1506], [-6.0763, -2.9398, -4.4807], [-7.6475, -2.9385, -4.6103], [-8.1917, -3.9962, -3.7501], [-9.3377, -3.6720, -2.9607], [-3.8138, -4.7133, 0.8083], [-4.1959, -2.9325, 1.2416], [-2.6008, -3.5155, 0.5822], [-2.5883, -2.4731, -1.6536], [-3.9747, -1.5069, -1.1920], [-3.7609, -3.4378, -3.5878], [-3.7022, -1.7312, -3.5520], [-6.0003, -3.2184, -2.4549], [-5.6713, -3.9334, -4.7891], [-5.7532, -2.0902, -5.0878], [-8.0347, -3.1452, -5.6360], [-8.0524, -1.9611, -4.3562], [-9.5585, -4.5527, -2.2974], [-10.2751, -3.4477, -3.4688], [-9.1299, -2.8112, -2.3382], [2.2853, 4.6895, -6.4307], [1.3831, 3.7305, -6.9850], [1.8079, 2.4375, -6.6584], [0.8466, 1.4151, -7.2582], [-0.2810, 1.1931, -6.4238], [-1.3639, 0.4752, -7.1002], [-2.7006, 0.5919, -6.3464], [-2.9815, 1.9605, -6.3360], [-4.3778, 2.2494, -6.4353], [3.2662, 4.5472, -6.9287], [2.4085, 4.5685, -5.2955], [1.9969, 5.7046, -6.6280], [1.9126, 2.3958, -5.5269], [2.8374, 2.2415, -7.0663], [1.4182, 0.4669, -7.4480], [0.6010, 1.7336, -8.2638], [-0.7222, 2.0586, -6.1090], [-1.1547, -0.5832, -7.1206], [-1.5259, 0.8310, -8.1526], [-2.6939, 0.1635, -5.3762], [-3.4563, 0.1137, -6.9864], [-4.4384, 3.3341, -6.3371], [-4.9239, 1.8058, -5.6324], [-4.9233, 2.0502, -7.3745], [2.6486, -3.8994, 7.6007], [3.4963, -3.6636, 6.2984], [2.6469, -3.2311, 5.1402], [2.0978, -1.8254, 5.2626], [3.2942, -0.9362, 5.1336], [4.2648, -1.1688, 6.3294], [4.5844, -2.6090, 6.3554], [5.3618, -2.8927, 7.5963], [5.5545, -0.4533, 6.0045], [3.7322, -0.4918, 7.6117], [4.1610, -4.9685, 5.9542], [1.9994, -4.7919, 7.5051], [2.0417, -3.0161, 7.8527], [3.3225, -4.1080, 8.4056], [3.2405, -3.1303, 4.1711], [1.8265, -3.9249, 4.9341], [1.6260, -1.6342, 6.2232], [1.3024, -1.5932, 4.5308], [3.0898, 0.1263, 4.9718], [3.7437, -1.2482, 4.1543], [5.2113, 0.5939, 5.9534], [6.3109, -0.5098, 6.7815], [6.0383, -0.8101, 5.0908], [4.3293, -0.7743, 8.4633], [3.5575, 0.5938, 7.5187], [2.7618, -0.8713, 7.8417], [3.3701, -5.6778, 5.6635], [4.8034, -5.3821, 6.7443], [4.7342, -4.7799, 5.0501], [6.2540, -3.0586, 7.2429], [3.5201, 4.0543, 1.8230], [3.5054, 2.8970, 2.8650], [4.1912, 3.2935, 4.1970], [3.3338, 4.2956, 5.0129], [2.0591, 3.6010, 5.3618], [1.2846, 3.2463, 4.0935], [2.1969, 2.4312, 3.2400], [1.4389, 1.9222, 2.1598], [0.1560, 2.3201, 4.5091], [0.7868, 4.5345, 3.3842], [4.3163, 1.7476, 2.1588], [2.8645, 3.8044, 1.0073], [3.0906, 4.9033, 2.3364], [4.4945, 4.2122, 1.3991], [4.3144, 2.3506, 4.7383], [5.1546, 3.6925, 3.9830], [3.8853, 4.6987, 5.8865], [3.0820, 5.1596, 4.3997], [1.4707, 4.2810, 5.9985], [2.1418, 2.6876, 5.9080], [-0.2454, 2.7036, 5.4638], [0.6049, 1.2979, 4.6761], [-0.5791, 2.1537, 3.7175], [1.5576, 5.2574, 3.1599], [-0.0060, 5.0723, 3.9166], [0.2639, 4.2499, 2.4841], [4.6159, 0.9961, 2.8895], [3.6875, 1.2904, 1.4242], [5.2340, 2.1827, 1.7336], [1.5506, 0.9520, 2.1953], [5.0793, 3.1498, -3.9997], [4.8028, 3.1012, -2.4564], [5.9635, 2.8353, -1.5713], [6.9763, 3.9804, -1.4523], [6.2571, 5.2225, -1.0057], [5.0180, 5.5176, -1.7958], [4.2313, 4.3187, -1.8933], [3.1314, 4.7325, -2.7065], [4.2179, 6.4760, -0.9505], [5.4971, 6.2570, -3.1442], [3.8080, 1.9522, -2.1863], [4.2184, 3.5541, -4.5001], [5.3139, 2.1446, -4.3782], [6.0038, 3.7252, -4.1980], [5.4838, 2.5263, -0.6381], [6.5162, 1.9634, -2.0032], [7.4838, 4.1499, -2.4242], [7.7781, 3.6144, -0.8164], [6.9131, 6.0833, -1.0450], [5.9291, 5.1350, 0.0210], [3.4877, 7.0218, -1.6107], [3.7051, 5.9484, -0.1894], [4.7958, 7.2775, -0.4425], [6.4841, 5.8063, -3.4575], [4.8437, 6.1598, -4.0800], [5.7828, 7.2704, -2.8137], [3.4604, 2.0717, -1.1594], [4.3299, 0.9693, -2.4197], [3.0058, 1.9880, -2.9114], [2.3034, 4.4308, -2.2421], [2.3742, -9.5612, 1.8530], [1.9577, -8.1971, 2.6321], [2.6389, -7.0378, 1.8912], [2.1647, -5.6819, 2.4234], [0.6998, -5.6163, 2.1825], [-0.1831, -6.6916, 2.7220], [0.5016, -7.9630, 2.3670], [-0.1899, -9.0681, 2.9211], [-0.4063, -6.4328, 4.2209], [-1.5037, -6.6622, 1.9826], [2.4548, -8.3591, 4.0574], [2.1306, -10.4544, 2.4309], [3.4635, -9.5838, 1.7381], [1.8794, -9.5537, 0.8835], [3.6723, -7.2291, 2.1766], [2.4860, -7.2089, 0.8438], [2.7225, -4.8559, 1.9688], [2.4507, -5.5559, 3.5037], [0.6019, -5.4573, 1.1188], [0.2673, -4.7150, 2.5708], [-0.8398, -7.3837, 4.5718], [0.5238, -6.2706, 4.8009], [-1.0997, -5.6104, 4.3240], [-1.8508, -5.6602, 2.1151], [-1.3254, -6.7868, 0.9103], [-2.2101, -7.4253, 2.3394], [3.5464, -8.4107, 4.1039], [2.0725, -9.2591, 4.5014], [2.2339, -7.5144, 4.7018], [-0.6658, -9.4929, 2.1794]]}

---

# 2
{"formula": "C5H6N", "method": "ωB97M-V with the def2-TZVPD basis set", "charge": 1, "homo_ha": -0.576, "homo_lumo_gap_ev": 10.8, "largest_force_ev_per_a": 1.83, "species": ["C", "C", "C", "C", "C", "N", "H", "H", "H", "H", "H", "H"], "coordinates": [[-1.2058, -0.6444, -0.0083], [0.0827, -1.2605, 0.0436], [1.1098, -0.1067, -0.0752], [-0.9978, 1.0993, 0.0252], [0.3293, 1.1598, 0.0126], [-2.2920, -0.1736, -0.0308], [0.1682, -1.7834, 1.0026], [0.1853, -2.0175, -0.7400], [1.8735, -0.1599, 0.7029], [1.6381, -0.1350, -1.0308], [-1.7159, 1.9002, 0.0587], [0.8246, 2.1218, 0.0395]]}

---

# 3
{"formula": "C4H7GdO3", "method": "ωB97M-V with the def2-TZVPD basis set", "charge": 1, "multiplicity": 9, "s_squared": 20.04, "homo_ha": [-0.380, -0.378], "homo_lumo_gap_ev": [5.3, 4.2], "largest_force_ev_per_a": 3.60, "species": ["H", "O", "C", "O", "Gd", "O", "C", "H", "C", "H", "H", "C", "H", "H", "H"], "coordinates": [[2.2645, -2.0594, -0.8619], [-0.0732, 0.8196, -0.4666], [1.1951, 0.5624, -0.3536], [2.0120, 1.4389, -0.6824], [4.1936, 0.7291, 0.4041], [1.9009, -0.4533, 0.4893], [1.3956, -1.5458, -0.4134], [0.6865, -2.0841, 0.2437], [-1.1027, 0.0000, 0.1429], [-1.2152, -0.9100, -0.4551], [-0.7638, -0.2841, 1.1470], [-2.3756, 0.8050, 0.1894], [-2.2746, 1.6777, 0.8468], [-2.6668, 1.1383, -0.8150], [-3.1764, 0.1656, 0.5847]]}

---

One value per record, in order, for energy above the lowest of the compared OMol25 structures with the same formula, charge and spin: 0.000; 3.665; 2.626 eV.